Formula: C2H4NP
Source: OMol25
Level of theory: the ωB97M-V functional and the def2-TZVPD basis

Summary:
ΔE to the lowest compared entry with this formula, charge and spin = 126.7 kcal/mol
gap between HOMO and LUMO = 7.949 eV
total charge = 0

CARTESIAN COORDINATES (ANGSTROEM)
C  1.9702  0.9907  0.0513
C  -1.2646  -0.2854  0.1247
N  1.4877  -0.9368  0.2659
P  0.4725  0.1288  -0.1331
H  2.0883  1.1712  -0.9831
H  -1.1315  -1.3339  0.4089
H  -1.9925  -0.0103  -0.6925
H  -1.6302  0.2756  0.9578

Atomic forces in eV per Å
-0.832 0.174 1.608
-0.591 0.531 -1.006
0.544 0.351 -0.649
-0.698 -0.567 0.771
1.185 -0.026 -1.808
-0.603 -0.006 -0.336
1.045 -0.806 0.525
-0.049 0.349 0.895